Here is a structure of composition C35H49Cl2CoF7N2O20S4 at a distorted geometry from OMol25. Energies are from ωB97M-V with the def2-TZVPD basis set.

## Properties
**HOMO energy (alpha / beta)**: -8.936 / -8.936 eV
**Spin multiplicity**: 4
**Maximum force**: 7.9 eV/Å
**Expectation value of S²**: 3.756
**Kohn-Sham gap (alpha / beta)**: 8.3276 / 7.7643 eV
**E_LUMO (alpha / beta)**: -0.61 / -1.17 eV

Geometry as XYZ:
```
120
C35H49Cl2CoF7N2O20S4 ωB97M-V with the def2-TZVPD basis set
H -21.08 -11.94 -6.89
H -20.76 -10.26 -6.25
C -24.10 -8.37 -0.96
C -26.83 -13.39 -6.18
Cl -22.48 -8.46 -9.53
H -29.06 -6.83 -7.86
C -25.25 -12.07 -4.98
F -17.08 -8.82 -2.58
H -18.28 -12.58 -1.64
H -23.82 -7.33 -1.12
O -23.27 -5.54 -3.61
C -20.07 -10.23 0.63
O -19.51 -7.75 -6.74
H -28.67 -14.04 -7.02
C -27.99 -4.12 -0.64
C -18.78 -7.36 -5.71
C -27.64 -2.86 -1.07
H -20.16 1.62 -3.47
H -25.60 -9.73 -0.26
C -26.96 -6.96 -7.30
S -17.32 -7.81 -1.38
C -27.15 -5.19 -0.92
H -15.98 -12.33 -1.94
C -19.66 -11.39 -4.08
H -26.71 -11.14 -2.57
F -29.87 -5.27 -6.02
O -19.99 -11.91 -5.24
O -25.10 -11.36 -3.88
H -24.96 -6.86 -6.49
C -16.59 -11.85 -2.70
H -28.98 -4.31 -0.24
H -28.45 -14.43 -5.26
C -28.30 -6.57 -7.14
C -26.32 -5.71 -5.33
H -20.11 -11.02 -0.12
C -25.65 -3.73 -2.05
H -20.35 -2.56 -3.94
C -28.61 -5.74 -6.06
S -23.13 -8.33 -4.60
O -17.17 -8.60 -0.22
O -18.89 -7.93 -4.64
O -26.43 -12.69 -5.01
C -19.50 -1.94 -2.08
H -22.01 -11.25 -5.58
O -18.60 -5.18 -0.83
C -28.33 -13.69 -6.05
F -20.75 -6.17 -1.06
F -18.48 -1.02 -0.19
C -19.33 0.47 -1.79
O -24.41 -12.18 -5.83
C -19.88 0.66 -3.06
H -19.30 -2.92 -1.65
H -26.24 -14.26 -6.49
S -19.23 -6.46 -0.61
C -17.09 -5.88 -4.98
H -23.80 -7.02 -8.15
C -20.03 -1.71 -3.34
H -16.27 -5.35 -5.46
O -22.20 -5.77 -5.84
H -19.93 -6.09 -7.81
H -25.57 -5.40 -4.62
H -19.03 1.32 -1.18
O -24.34 -7.99 -3.91
C -25.74 -11.63 -2.65
O -16.40 -6.75 -1.63
H -26.63 -12.68 -6.99
O -21.47 -9.06 -1.39
C -26.44 -2.64 -1.71
O -21.31 -9.55 0.80
O -18.80 -12.23 -3.52
C -26.01 -5.03 -1.72
F -27.62 -6.42 -0.64
H -25.16 -11.20 -1.83
O -23.18 -8.89 0.02
H -20.83 -0.32 -4.74
C -21.96 -9.22 -0.30
C -22.77 -7.03 -8.48
S -22.28 -6.16 -4.45
H -16.12 -10.94 -3.05
H -25.34 -5.83 -1.97
F -22.87 -9.85 -4.18
H -26.11 -1.62 -1.87
H -24.76 -3.54 -2.63
N -21.78 -7.73 -4.08
H -26.13 -8.50 -1.34
O -18.02 -6.33 -5.97
H -18.43 -5.46 -3.37
H -19.18 -9.64 0.44
O -23.21 -8.51 -6.02
H -26.78 -7.50 -8.22
H -28.84 -12.77 -5.78
H -22.13 -7.16 -7.62
O -20.11 -10.35 -3.63
C -18.06 -11.77 -2.35
O -19.42 -6.95 0.73
H -27.88 -4.66 -4.37
H -25.85 -12.69 -2.40
C -19.42 -7.03 -7.98
H -16.51 -12.50 -3.57
H -16.62 -6.63 -4.36
H -19.94 -10.76 1.57
C -21.02 -11.29 -6.03
H -23.82 -8.85 -1.91
C -27.63 -5.32 -5.19
H -25.85 -8.03 0.32
C -17.77 -4.89 -4.01
C -20.27 -0.44 -3.83
H -28.20 -1.96 -0.83
C -19.14 -0.84 -1.35
Cl -22.20 -5.53 -9.25
Co -20.22 -8.38 -3.06
H -19.87 -7.61 -8.78
H -18.41 -6.71 -8.24
C -25.99 -6.57 -6.38
C -25.47 -8.67 -0.48
H -18.31 -10.85 -1.83
H -17.11 -4.35 -3.33
F -20.96 -5.48 -3.88
N -18.98 -7.57 -1.74
H -18.34 -4.15 -4.57
```